1.
{"formula": "C3H6O2", "method": "wB97M-V/def2-TZVPD", "homo_lumo_gap_ev": [8.463, 8.461], "total_charge": 0, "species": ["O", "C", "C", "C", "O", "H", "H", "H", "H", "H", "H"], "coordinates": [[1.47748, -0.38794, -1.50823], [0.36236, -0.75454, -0.96873], [-0.07280, 0.05886, 0.24398], [-0.90658, 0.14576, 1.42836], [0.54757, 0.36352, 1.34357], [0.98384, 1.20529, -1.28866], [-0.54642, -0.87101, -1.60185], [0.40325, -1.69208, -0.33397], [0.41964, 1.62936, -0.90005], [-1.18674, -0.74718, 1.98059], [-1.48159, 1.04996, 1.60501]]}


2.
{"formula": "C3H6O2", "method": "wB97M-V/def2-TZVPD", "homo_lumo_gap_ev": 10.782, "total_charge": 0, "smiles": "CC=O.C=O", "species": ["O", "C", "H", "H", "O", "C", "C", "H", "H", "H", "H"], "coordinates": [[1.77434, 0.20477, 2.84229], [2.79734, 0.07176, 3.44960], [3.73377, -0.05397, 2.88658], [2.81096, 0.12407, 4.54555], [-2.06965, 1.43954, -1.07873], [-2.02569, 0.68681, -2.01219], [-1.26298, -0.61699, -1.94518], [-2.53411, 0.94924, -2.95867], [-1.07854, -1.02738, -2.93751], [-0.34305, -0.39662, -1.40457], [-1.80239, -1.38122, -1.38718]]}


Energies relative to the minimum, eV: 1 4.466; 2 0.000